{
  "formula": "C33H55N10O9",
  "method": "wB97M-V/def2-TZVPD",
  "elements": ["C", "C", "C", "C", "C", "C", "N", "O", "C", "C", "C", "H", "H", "H", "H", "H", "H", "H", "H", "H", "H", "H", "H", "H", "H", "H", "H", "H", "H", "N", "C", "C", "C", "C", "H", "H", "H", "H", "H", "N", "C", "C", "C", "C", "H", "H", "H", "H", "H", "N", "C", "C", "C", "C", "H", "H", "H", "H", "H", "N", "C", "C", "C", "C", "H", "H", "H", "H", "H", "N", "C", "C", "C", "C", "H", "H", "H", "H", "H", "C", "N", "O", "O", "H", "H", "H", "C", "N", "O", "O", "H", "H", "H", "C", "N", "O", "O", "H", "H", "H", "C", "N", "O", "O", "H", "H", "H"],
  "positions_angstrom": [[-0.6919, 1.2668, 1.9083], [-0.1159, 1.8948, 0.5653], [1.4201, 2.0058, 0.5723], [2.1181, 0.7308, 0.4653], [1.7521, 0.1828, -0.8697], [0.3331, 0.0258, -1.1787], [-0.5459, 1.0688, -0.5897], [-1.7739, 1.2238, -1.0047], [-0.2819, -1.3272, -0.4707], [0.1721, -0.0432, -2.7307], [-0.7179, 3.3698, 0.4543], [-0.7649, 1.7518, 2.7343], [-0.2199, 0.4808, 2.2333], [-1.7599, 0.6998, 1.8243], [1.6691, 2.4858, 1.5343], [1.9571, 2.6988, -0.1427], [1.9351, 0.0068, 1.2843], [3.2331, 0.9658, 0.4103], [2.3461, -0.6962, -1.1997], [2.2941, 0.8308, -1.4937], [0.2191, -2.1622, -0.7577], [-1.2739, -1.5622, -0.8477], [-0.1879, -1.3532, 0.6373], [-0.7119, -0.4402, -3.0017], [0.8401, -0.6242, -3.1707], [0.1771, 0.7828, -3.1047], [-1.8249, 3.4028, 0.5533], [-0.4139, 3.7498, -0.6597], [-0.2329, 4.0328, 1.1133], [8.0121, -1.3172, -0.6667], [6.7621, -1.1682, -1.2427], [6.3651, 0.1968, -0.9687], [7.5121, 0.9348, -0.1637], [8.5871, -0.1732, -0.0257], [8.3641, -2.2852, -0.3557], [6.2341, -2.1012, -1.7667], [5.4501, 0.5888, -1.3047], [7.5481, 2.0258, 0.0513], [9.6041, -0.0112, 0.4763], [0.6461, 4.6688, 3.8503], [0.1751, 3.6318, 4.6983], [1.4491, 2.7538, 4.9523], [2.5701, 3.4328, 4.0623], [1.9301, 4.6178, 3.4913], [0.2741, 5.5108, 3.4533], [-0.7589, 3.4148, 4.8793], [1.5611, 1.8398, 5.3503], [3.6601, 3.0388, 3.9073], [2.3581, 5.4768, 2.8583], [-2.3589, 1.4428, -5.0277], [-3.2649, 1.6338, -4.0307], [-2.7849, 2.7548, -3.1127], [-1.5139, 3.1918, -3.8157], [-1.3259, 2.3548, -5.0807], [-2.3009, 0.5038, -5.5667], [-4.1879, 1.0968, -3.9847], [-3.3859, 3.2008, -2.3637], [-0.8729, 3.9278, -3.5297], [-0.6659, 2.1038, -5.8387], [-3.7429, -1.2842, 3.3043], [-3.6099, -1.4402, 4.7133], [-2.4009, -2.3332, 4.8783], [-1.8349, -2.6032, 3.3593], [-2.7999, -2.0272, 2.4383], [-4.3489, -0.5252, 2.9853], [-4.1699, -0.8742, 5.4963], [-1.9629, -2.8462, 5.8433], [-0.9549, -3.2692, 3.1843], [-2.7889, -2.2142, 1.3403], [0.1691, -5.4292, -2.3937], [0.9431, -4.3402, -2.5697], [1.1341, -4.0662, -3.9887], [0.2851, -5.1362, -4.6767], [-0.3439, -5.9702, -3.5857], [-0.1089, -5.8682, -1.6007], [1.3391, -4.0162, -1.6577], [1.4671, -3.2962, -4.5617], [0.0871, -5.3332, -5.7267], [-0.9549, -6.8922, -3.6567], [-4.1729, 3.2308, 4.0123], [-4.3269, 4.3418, 3.0843], [-5.4369, 4.6218, 2.7013], [-3.2979, 4.9408, 2.6183], [-5.1469, 2.8748, 4.0293], [-3.8079, 3.6168, 5.0713], [-3.4119, 2.4978, 3.6643], [-2.7539, -3.7942, -3.4457], [-3.1669, -2.5772, -2.7537], [-3.6069, -2.7832, -1.6377], [-3.3009, -1.5452, -3.4387], [-2.1899, -4.4222, -2.7297], [-2.3189, -3.5082, -4.3867], [-3.5259, -4.3652, -3.9877], [5.2701, -2.7332, 1.6143], [4.1951, -2.9742, 0.5833], [4.5551, -3.3922, -0.4497], [3.1011, -2.6162, 0.9843], [6.2801, -2.4012, 1.3463], [5.5621, -3.5782, 2.1653], [4.8781, -1.7832, 2.3063], [-5.0079, 0.0748, -0.8177], [-4.6069, 1.0428, 0.1933], [-4.3899, 0.7248, 1.3343], [-4.5129, 2.2618, -0.1627], [-5.0289, -1.0622, -0.2017], [-4.0869, -0.0482, -1.5357], [-5.7419, 0.3818, -1.5397]],
  "lumo_energy_ev": -5.515,
  "fmax_ev_per_a": 10.75,
  "homo_lumo_gap_ev": 4.7,
  "de_lowest_ev": 0.4872,
  "energy_ha": -2513.84960,
  "e_homo_ev": -10.2,
  "total_charge": 1
}

{
  "formula": "C33H56ClN2NdO3P",
  "method": "wB97M-V/def2-TZVPD",
  "elements": ["Nd", "Cl", "P", "C", "H", "H", "C", "C", "C", "H", "C", "H", "H", "C", "H", "H", "C", "H", "H", "C", "H", "H", "H", "H", "C", "C", "H", "C", "H", "H", "C", "H", "H", "C", "H", "H", "C", "H", "H", "H", "H", "C", "H", "C", "H", "H", "C", "H", "H", "C", "H", "H", "C", "H", "H", "H", "H", "C", "C", "H", "C", "H", "C", "H", "H", "C", "H", "H", "C", "H", "H", "H", "H", "C", "C", "C", "C", "C", "C", "O", "N", "C", "O", "N", "C", "O", "H", "H", "H", "H", "H", "H", "H", "H", "H", "H", "H"],
  "positions_angstrom": [[-0.9364, 0.7030, 1.4979], [-3.1188, -0.7910, 1.8597], [0.3830, 0.3161, -1.2879], [1.1057, 1.8457, 0.8699], [1.4120, 2.7404, 0.2842], [1.9837, 1.5243, 1.4704], [-0.5987, -1.1661, -1.9978], [2.1741, -0.2184, -1.1794], [-0.4914, -1.4263, -3.5078], [-0.1031, -1.9971, -1.4581], [-1.1952, -2.7216, -3.9240], [-0.9645, -0.6100, -4.0713], [0.5594, -1.4755, -3.8247], [-2.6572, -2.7682, -3.4586], [-1.1577, -2.8102, -5.0200], [-0.6515, -3.5779, -3.5019], [-2.8637, -2.3504, -1.9957], [-3.2621, -2.1276, -4.1156], [-3.0395, -3.7872, -3.5838], [-2.0795, -1.0981, -1.5755], [-3.9310, -2.1790, -1.8036], [-2.5589, -3.1775, -1.3400], [-2.5651, -0.2195, -2.0315], [-2.1933, -0.9892, -0.4809], [0.4148, 1.5834, -2.6853], [3.1432, 0.9667, -1.2691], [2.1827, -0.6036, -0.1468], [4.4731, 0.5340, -0.6696], [3.3030, 1.2384, -2.3232], [2.7617, 1.8320, -0.7241], [5.0385, -0.6401, -1.4725], [5.1649, 1.3866, -0.6472], [4.2940, 0.2360, 0.3719], [4.0554, -1.8016, -1.7080], [5.3792, -0.2656, -2.4476], [5.9171, -1.0252, -0.9481], [2.6456, -1.3423, -2.1064], [4.4460, -2.4821, -2.4807], [3.9561, -2.3810, -0.7793], [2.6633, -0.9856, -3.1473], [1.9526, -2.1937, -2.0709], [-0.9991, 1.9896, -3.1298], [0.8848, 2.4313, -2.1558], [-0.9749, 3.2350, -4.0161], [-1.4578, 1.1676, -3.6968], [-1.6419, 2.1716, -2.2605], [0.0020, 3.1101, -5.1978], [-1.9908, 3.4404, -4.3837], [-0.6907, 4.0958, -3.3963], [1.3705, 2.5209, -4.8362], [-0.4601, 2.4926, -5.9810], [0.1496, 4.1082, -5.6209], [1.2496, 1.2825, -3.9380], [1.9238, 2.2559, -5.7513], [1.9729, 3.2728, -4.3073], [0.7844, 0.4861, -4.5332], [2.2510, 0.9304, -3.6815], [-2.6340, 2.4835, 0.2252], [-1.4769, 3.1839, 0.4148], [-2.7629, 1.7741, -0.6090], [-1.2802, 4.1700, 1.5304], [-0.5908, 2.9906, -0.1974], [-2.3005, 4.0222, 2.6797], [-0.2532, 4.0790, 1.9116], [-1.3576, 5.2035, 1.1508], [-3.7219, 3.7645, 2.1716], [-1.9666, 3.2331, 3.3782], [-2.3068, 4.9552, 3.2578], [-3.8597, 2.6905, 1.0701], [-4.3682, 3.4990, 3.0156], [-4.1273, 4.7018, 1.7679], [-4.1680, 1.7373, 1.5368], [-4.7041, 2.9757, 0.4200], [2.6272, -2.7794, 4.9124], [1.2946, -3.5156, 4.9614], [0.0846, -2.5586, 4.7730], [-1.2673, -3.3250, 4.9091], [-1.3320, -4.5996, 4.0789], [0.1008, -1.4798, 5.8885], [0.3119, -1.7366, 7.0671], [-0.1935, -0.1618, 5.5359], [-0.3223, 0.2786, 4.2499], [-0.7508, 1.4290, 3.9381], [0.0387, -0.5807, 3.2719], [0.1644, -1.9394, 3.3676], [0.2970, -2.5860, 2.3199], [2.7446, -2.2619, 3.9491], [3.4396, -3.5080, 5.0206], [2.6805, -2.0588, 5.7394], [1.2399, -4.2765, 4.1723], [1.1703, -4.0369, 5.9220], [-1.4121, -3.5773, 5.9696], [-2.0773, -2.6373, 4.6241], [-0.7109, -5.3781, 4.5345], [-2.3627, -4.9610, 4.0393], [-0.9733, -4.4054, 3.0620], [-0.3281, 0.5068, 6.2862]],
  "lumo_energy_ev": [2.557, 2.555],
  "fmax_ev_per_a": 3.12,
  "homo_lumo_gap_ev": [4.2, 4.6],
  "de_lowest_ev": 0.0000,
  "s_squared": 3.877,
  "energy_ha": -2989.31885,
  "e_homo_ev": [-1.7, -2.0],
  "multiplicity": 4,
  "total_charge": -1
}